A cluster of 6 separate species, C14H32Cl8O3S3 in total in a non-equilibrium geometry, computed with wB97M-V/def2-TZVPD.

Properties
HOMO energy = -0.307 hartree
E = -153859.8521 eV
Charge = 0
Maximum force = 2.426 eV/Å

Last column: Löwdin charge in e.
Atoms and positions in Å:
C -3.361 26.461 -12.654  -0.2683
S -3.742 24.702 -12.619  0.8256
O -5.195 24.540 -13.106  -0.5867
C -2.642 24.090 -13.961  -0.2522
H -2.284 26.551 -12.511  0.0448
H -3.855 27.076 -11.902  0.0523
H -3.696 26.718 -13.659  0.0453
H -1.606 24.060 -13.622  0.0469
H -2.613 24.706 -14.859  0.0498
H -3.015 23.083 -14.149  0.0452
C 1.460 29.101 -16.364  -0.2570
S -0.083 28.355 -15.651  0.8317
O 0.388 27.528 -14.458  -0.5995
C -0.594 29.981 -14.894  -0.2551
H 2.046 29.476 -15.526  0.0503
H 1.183 29.998 -16.919  0.0441
H 1.979 28.355 -16.966  0.0471
H 0.261 30.404 -14.366  0.0487
H -1.487 29.845 -14.284  0.0445
H -0.761 30.737 -15.661  0.0439
C -0.395 26.515 -6.963  -0.2747
S 0.177 25.301 -8.191  0.8229
O -1.171 24.889 -8.796  -0.5913
C 1.083 26.407 -9.375  -0.2431
H -1.133 26.136 -6.256  0.0545
H -0.818 27.367 -7.495  0.0515
H 0.432 26.855 -6.339  0.0424
H 0.276 26.923 -9.896  0.0459
H 1.579 25.817 -10.146  0.0464
H 1.749 27.020 -8.768  0.0472
C -7.387 30.045 -13.354  -1.9964
Cl -6.218 29.804 -14.673  0.4952
Cl -8.545 28.676 -13.417  0.5023
Cl -6.608 30.285 -11.791  0.5340
Cl -8.377 31.514 -13.755  0.4618
C 0.446 22.659 -20.083  -2.0306
Cl -1.099 22.813 -20.955  0.5146
Cl 1.854 23.391 -20.968  0.4729
Cl 0.280 23.470 -18.524  0.5145
Cl 0.861 20.970 -19.907  0.5278
C -2.118 14.703 -12.047  -0.1299
C -2.320 15.457 -10.762  -0.2597
C -1.445 16.719 -10.774  -0.2451
C -1.674 17.644 -11.950  -0.2133
C -0.499 18.675 -12.259  -0.2679
C -0.341 19.736 -11.210  -0.1283
H -1.112 14.356 -12.280  0.0821
H -2.489 15.358 -12.835  0.0569
H -2.805 13.860 -12.127  0.0684
H -3.332 15.860 -10.737  0.1119
H -1.946 14.883 -9.915  0.1054
H -0.414 16.380 -10.882  0.1103
H -1.555 17.301 -9.859  0.1073
H -1.760 17.155 -12.920  0.0886
H -2.550 18.270 -11.776  0.1121
H 0.483 18.206 -12.307  0.0994
H -0.747 19.075 -13.242  0.0946
H -1.209 20.395 -11.197  0.0725
H -0.250 19.138 -10.303  0.0667
H 0.481 20.442 -11.326  0.0690

---

A structure of composition C48H48GeNOPS8TeTi in a non-equilibrium geometry, computed with wB97M-V/def2-TZVPD.

Properties
HOMO energy = -0.063 hartree
E = -236991.3810 eV
Charge = -2
Maximum force = 2.024 eV/Å

Last column: Löwdin charge in e.
Atoms and positions in Å:
Ti -1.051 1.355 1.429  0.1754
C 3.008 2.413 0.761  -0.0889
C 3.832 2.101 -0.463  -0.2916
C 5.210 2.154 -0.388  -0.0671
C 6.015 2.003 -1.516  -0.1139
C 5.424 1.819 -2.748  -0.1067
C 4.025 1.760 -2.843  -0.1027
C 3.219 1.855 -1.712  -0.3250
P 1.405 1.710 -1.618  1.1608
C 0.855 1.440 -3.395  -0.2814
C 0.039 2.375 -4.026  -0.0792
C -0.521 2.119 -5.271  -0.1121
C -0.159 1.024 -5.975  -0.1138
C 0.727 0.103 -5.397  -0.0514
C 1.207 0.271 -4.097  -0.2953
C 2.112 -0.786 -3.529  -0.1018
C 1.042 3.512 -1.480  -0.3351
C 1.782 4.406 -2.274  -0.1168
C 1.681 5.771 -2.155  -0.0983
C 0.837 6.307 -1.152  -0.0757
C 0.061 5.412 -0.424  -0.0474
C 0.147 4.005 -0.528  -0.2775
C -0.637 3.257 0.489  -0.3282
H 3.544 2.056 1.684  0.0899
H 2.010 1.983 0.725  0.0056
H 2.983 3.502 0.717  0.1019
H 5.712 2.340 0.582  0.1202
H 7.088 2.003 -1.356  0.0900
H 6.047 1.727 -3.673  0.1051
H 3.603 1.593 -3.846  0.1049
H -0.172 3.288 -3.514  0.0883
H -1.154 2.877 -5.711  0.0980
H -0.551 0.827 -6.943  0.0842
H 0.956 -0.869 -5.902  0.1204
H 1.818 -1.763 -3.909  0.0624
H 2.045 -0.818 -2.449  -0.0030
H 3.183 -0.657 -3.775  0.0799
H 2.480 4.036 -3.029  0.1063
H 2.277 6.366 -2.791  0.0742
H 0.716 7.372 -1.002  0.0870
H -0.651 5.761 0.302  0.1074
H -1.614 3.702 0.473  0.0007
H -0.258 3.580 1.483  0.0116
S -7.555 4.419 -0.610  0.3910
C -6.078 3.755 -0.164  -1.5454
S -5.290 3.984 1.353  0.8835
C -3.939 2.838 1.161  -1.0976
C -3.897 2.242 -0.056  -1.0384
S -2.571 1.238 -0.581  0.5978
S -5.268 2.609 -1.119  0.8775
S -2.856 2.603 2.493  0.5184
Te 0.532 1.788 3.772  0.6649
C -4.201 -0.953 1.317  -0.2824
Ge -2.331 -0.922 2.014  0.8676
C -2.743 -1.276 3.981  -0.2683
C -2.930 -0.227 4.883  -0.1432
C -3.372 -0.488 6.160  -0.1117
C -3.686 -1.794 6.588  -0.1241
C -3.529 -2.842 5.692  -0.1302
C -3.077 -2.584 4.422  -0.1108
C -1.573 -2.741 1.603  -0.2695
C -2.343 -3.628 0.877  -0.1442
C -2.039 -4.981 0.851  -0.1007
C -0.951 -5.510 1.502  -0.0423
C -0.149 -4.626 2.269  -0.1820
C 0.978 -5.057 2.991  -0.0803
C 1.819 -4.200 3.656  -0.1024
C 1.550 -2.798 3.600  -0.0897
C 0.375 -2.354 3.035  -0.0395
C -0.454 -3.231 2.269  -0.1913
H -4.797 -1.828 1.658  0.0197
H -4.173 -0.884 0.212  -0.0193
H -4.708 -0.061 1.707  0.0080
H -2.776 0.761 4.473  0.0169
H -3.623 0.330 6.875  0.1000
H -4.100 -1.976 7.588  0.0859
H -3.792 -3.866 5.947  0.0892
H -3.001 -3.372 3.687  0.0876
H -3.185 -3.307 0.306  0.0818
H -2.728 -5.580 0.282  0.0909
H -0.671 -6.561 1.527  0.0980
H 1.137 -6.144 3.068  0.1044
H 2.703 -4.571 4.171  0.0919
H 2.221 -2.094 4.054  0.0883
H 0.190 -1.307 3.126  0.0427
S -0.779 -2.338 -2.128  0.5977
C -2.087 -1.860 -3.039  -1.1531
N -2.837 -0.840 -2.689  -0.1138
C -3.854 -0.356 -3.599  -0.2388
C -4.222 -1.554 -4.485  -0.4166
S -2.658 -2.545 -4.588  0.8497
H -2.661 -0.342 -1.826  -0.0610
H -3.427 0.482 -4.154  0.1146
H -4.741 0.017 -3.075  0.1087
H -4.580 -1.265 -5.473  0.0684
H -4.948 -2.161 -3.953  0.0664
O 0.515 0.852 1.999  -1.0297
S 2.483 -1.669 0.240  0.8650
C 3.515 -0.869 1.503  -0.4417
C 4.887 -1.528 1.297  -0.2807
C 4.649 -3.007 1.268  -0.2613
C 3.363 -3.266 0.435  -0.4263
H 3.179 -0.971 2.534  0.0623
H 3.547 0.191 1.250  0.0229
H 5.614 -1.270 2.093  0.1103
H 5.342 -1.203 0.356  0.1038
H 4.461 -3.396 2.295  0.1040
H 5.476 -3.592 0.909  0.0893
H 2.715 -3.956 0.983  0.0477
H 3.604 -3.651 -0.548  0.0583

---

A structure of composition C26H42N5PtSe in a non-equilibrium geometry, computed with wB97M-V/def2-TZVPD.

Properties
HOMO energy = -0.341 hartree
E = -103682.4368 eV
Charge = +1
Maximum force = 2.500 eV/Å

Last column: Löwdin charge in e.
Atoms and positions in Å:
Pt 0.134 0.046 -0.328  0.7077
N -1.545 -1.846 -0.139  -0.0137
C -2.369 -1.553 1.024  -0.2455
C -1.478 -1.122 2.196  -0.1909
N -0.627 0.029 1.883  -0.1658
C -1.145 1.335 2.290  -0.2015
C -2.142 1.901 1.278  -0.2427
N -1.488 2.006 -0.021  -0.0166
H -2.113 -1.947 -0.973  0.0925
H -1.025 -2.709 -0.009  0.0947
H -2.969 -2.412 1.354  0.1230
H -3.058 -0.752 0.759  0.0996
H -0.830 -1.968 2.441  0.1153
H -2.108 -0.911 3.067  0.1265
H 0.265 -0.105 2.347  0.0502
H -0.297 2.026 2.353  0.1216
H -1.624 1.280 3.277  0.1246
H -2.509 2.868 1.650  0.1235
H -3.001 1.234 1.190  0.1015
H -0.866 2.809 -0.031  0.0828
H -2.168 2.139 -0.762  0.0913
C -0.024 0.001 -2.433  -0.1954
C 1.257 0.658 -2.551  -0.4117
C 2.434 -0.062 -2.867  -0.1129
C 3.639 0.584 -3.022  -0.0996
C 3.731 1.959 -2.840  -0.0937
C 2.594 2.687 -2.512  -0.0960
C 1.377 2.060 -2.384  -0.0852
H -0.069 -1.013 -2.826  0.0680
H -0.895 0.603 -2.695  0.0678
H 2.373 -1.133 -2.998  0.1128
H 4.520 0.017 -3.285  0.1109
H 4.680 2.458 -2.938  0.1009
H 2.661 3.754 -2.373  0.1043
H 0.487 2.635 -2.164  0.0936
C 4.002 -3.504 1.887  -0.1115
C 4.383 -2.638 3.082  -0.2459
C 3.210 -2.400 4.032  -0.1710
C 2.080 -1.571 3.414  -0.1704
N 2.441 -0.185 3.235  -0.0312
C 2.788 0.422 2.064  -0.6094
Se 2.655 -0.318 0.386  0.8144
N 3.154 1.703 2.333  -0.0121
C 3.667 2.657 1.379  -0.1451
C 5.134 3.008 1.647  -0.1706
C 6.093 1.826 1.495  -0.2447
C 6.233 1.338 0.058  -0.1002
C 2.987 1.938 3.679  -0.1407
C 3.114 3.087 4.448  0.0048
C 2.826 2.982 5.796  -0.0660
C 2.410 1.782 6.365  -0.0670
C 2.251 0.639 5.606  0.0015
C 2.546 0.734 4.256  -0.1473
H 4.895 -3.789 1.339  0.0768
H 3.353 -2.972 1.194  0.0059
H 3.497 -4.410 2.217  0.0780
H 4.774 -1.680 2.734  0.0952
H 5.179 -3.131 3.643  0.1123
H 3.558 -1.899 4.937  0.1092
H 2.795 -3.365 4.323  0.1205
H 1.207 -1.614 4.074  0.1276
H 1.821 -1.982 2.436  0.0809
H 3.056 3.563 1.437  0.1343
H 3.553 2.221 0.384  0.0711
H 5.229 3.404 2.660  0.0993
H 5.421 3.797 0.950  0.1218
H 5.760 1.001 2.131  0.0984
H 7.073 2.141 1.862  0.1122
H 5.297 0.926 -0.317  0.0212
H 6.983 0.552 0.010  0.0767
H 6.545 2.150 -0.595  0.0771
H 3.410 4.030 4.017  0.1158
H 2.918 3.853 6.423  0.1110
H 2.190 1.745 7.418  0.1099
H 1.909 -0.283 6.045  0.1149

---

A cluster of 6 separate species, C9H26N5O13P2 in total in a non-equilibrium geometry, computed with wB97M-V/def2-TZVPD.

Properties
HOMO energy = -0.125 hartree
E = -62389.3764 eV
Relative energy (zero: lowest compared OMol25 entry of this formula, charge and spin) = 0.412 eV
Charge = -1
Maximum force = 1.497 eV/Å

Last column: Löwdin charge in e.
Atoms and positions in Å:
C -2.673 1.478 -1.985  -0.1636
C -1.393 0.634 -1.809  -0.4495
P -1.310 -0.479 -0.309  0.7535
C -2.664 -1.633 -0.797  -0.3364
C -2.028 0.309 1.119  -0.5203
P -1.093 1.570 1.787  0.2664
O -1.756 2.394 2.822  -0.3600
O -0.467 2.628 0.702  -0.2035
O 0.280 0.889 2.347  -0.2174
H -2.426 2.455 -2.409  0.0542
H -3.192 1.634 -1.040  0.0452
H -3.351 1.008 -2.700  0.0508
H -1.307 -0.039 -2.669  0.0480
H -0.520 1.286 -1.845  0.0309
H -2.502 -2.023 -1.802  0.0219
H -2.655 -2.434 -0.060  0.0149
H -3.610 -1.093 -0.731  -0.0017
H -2.996 0.766 0.873  -0.0111
H 0.177 2.173 0.145  -0.0006
H 1.006 1.497 2.178  0.0355
C -6.737 -2.592 -1.506  0.0423
N -6.169 -1.375 -2.147  -0.4510
O -6.136 -1.334 -3.362  0.0521
O -5.762 -0.521 -1.397  0.0606
H -7.052 -3.275 -2.286  0.0882
H -5.950 -3.020 -0.891  0.0996
H -7.571 -2.273 -0.889  0.0955
C 2.336 -1.258 2.958  0.0559
N 3.700 -0.985 2.420  -0.4408
O 4.652 -1.537 2.941  0.0422
O 3.771 -0.235 1.470  0.0434
H 2.433 -1.954 3.782  0.0919
H 1.909 -0.315 3.279  0.0753
H 1.738 -1.662 2.146  0.1072
C 3.201 4.013 -0.779  0.0518
N 2.688 2.638 -1.005  -0.4288
O 2.689 2.186 -2.128  0.0776
O 2.318 2.048 -0.008  0.0337
H 3.510 4.434 -1.729  0.0934
H 2.401 4.589 -0.323  0.1089
H 4.027 3.886 -0.084  0.0615
C 5.046 2.298 2.817  0.0464
N 5.454 3.727 2.692  -0.4370
O 6.128 4.220 3.568  0.0752
O 5.062 4.309 1.699  0.0393
H 5.453 1.908 3.742  0.0968
H 3.960 2.275 2.809  0.0986
H 5.433 1.768 1.952  0.0972
C 0.821 -5.248 -2.202  0.0368
N -0.406 -4.670 -1.586  -0.4516
O -0.261 -3.794 -0.772  0.0603
O -1.469 -5.129 -1.968  0.0404
H 1.681 -4.745 -1.777  0.0916
H 0.826 -6.311 -1.979  0.0926
H 0.753 -5.085 -3.273  0.0955

---

In Eh, the gap between HOMO and LUMO values for the records above are, in order, 0.311, 0.196, 0.231, 0.196.